(1)
{
  "formula": "CH4N3",
  "method": "wB97M-V/def2-TZVPD",
  "orbital_gap_ev": 10.20,
  "e_tot_ha": -204.37020,
  "total_charge": 1,
  "lumo_energy_ha": -0.23768,
  "spin_multiplicity": 1,
  "de_lowest_kj_mol": 355.88,
  "species": ["C", "N", "N", "N", "H", "H", "H", "H"],
  "coordinates": [[-0.06461, 0.50385, 0.75829], [0.05836, -1.52077, 2.15153], [-0.08643, -0.55687, 1.56765], [0.06405, -0.56305, -0.74987], [0.91493, 0.98341, 1.10362], [-0.89298, 1.24017, 0.82423], [1.13294, -0.59545, -0.85832], [-0.36452, 0.08771, -1.52537]]
}

(2)
{
  "formula": "CH4N3",
  "method": "wB97M-V/def2-TZVPD",
  "orbital_gap_ev": [8.22, 8.23],
  "e_tot_ha": -204.35049,
  "total_charge": 1,
  "lumo_energy_ha": [-0.21143, -0.21132],
  "spin_multiplicity": 1,
  "de_lowest_kj_mol": 407.63,
  "species": ["C", "N", "N", "N", "H", "H", "H", "H"],
  "coordinates": [[0.22820, -0.74920, 0.03301], [-1.86566, 1.41542, 0.34150], [-0.93057, 1.13084, -0.20766], [1.44121, -0.44760, -0.28870], [-0.02675, -1.84336, 0.15502], [-2.72484, 0.98173, 0.90568], [2.15034, -0.98637, -0.67445], [1.72806, 0.49853, -0.26440]]
}

(3)
{
  "formula": "CH4N3O",
  "method": "wB97M-V/def2-TZVPD",
  "orbital_gap_ev": [8.77, 8.10],
  "e_tot_ha": -279.51142,
  "total_charge": 1,
  "lumo_energy_ha": [-0.20218, -0.21444],
  "spin_multiplicity": 1,
  "de_lowest_kj_mol": 686.49,
  "species": ["C", "N", "N", "N", "O", "H", "H", "H", "H"],
  "coordinates": [[0.63204, 0.34026, -0.15722], [-2.17586, 0.24335, -0.02518], [1.70200, -0.11607, 0.32604], [-1.41224, -0.56302, -0.33049], [-2.28945, 1.18475, 0.62182], [0.63668, 1.27564, -0.53828], [2.62585, 0.20685, 0.45037], [1.82348, -1.14575, 0.53043], [-1.54249, -1.42600, -0.87751]]
}

(4)
{
  "formula": "CH4N3O2",
  "method": "wB97M-V/def2-TZVPD",
  "orbital_gap_ev": [6.74, 6.74],
  "e_tot_ha": -355.06705,
  "total_charge": -1,
  "lumo_energy_ha": [0.15790, 0.15799],
  "spin_multiplicity": 1,
  "de_lowest_kj_mol": 487.66,
  "species": ["C", "N", "N", "N", "O", "O", "H", "H", "H", "H"],
  "coordinates": [[-1.25663, -1.01256, -1.00272], [0.10030, 0.44447, 1.08641], [0.21202, -0.65763, 0.36603], [1.03981, 1.37263, 1.07307], [2.19140, 1.11111, 0.67412], [0.71870, 2.44306, 1.55512], [-0.65919, -1.48810, -1.78623], [-1.90857, -1.57490, -0.40440], [-1.58961, -0.02017, -1.30407], [1.15177, -0.61792, -0.25733]]
}

(5)
{
  "formula": "CH4N3O2",
  "method": "wB97M-V/def2-TZVPD",
  "orbital_gap_ev": 11.02,
  "e_tot_ha": -354.88685,
  "smiles": "NC(=[NH2+])[N+](=O)[O-]",
  "total_charge": 1,
  "lumo_energy_ha": -0.21735,
  "spin_multiplicity": 1,
  "de_lowest_kj_mol": 0.00,
  "species": ["N", "C", "N", "N", "O", "O", "H", "H", "H", "H"],
  "coordinates": [[0.37862, -1.23147, 0.62122], [0.16170, -0.16626, -0.06067], [0.24101, 0.16621, -1.29720], [-0.48044, 1.07087, 0.69631], [-0.73924, 0.97655, 1.86431], [-0.72391, 1.97603, -0.08449], [0.63570, -2.13761, 0.22545], [0.08609, -1.25721, 1.64271], [0.45798, -0.52202, -2.01034], [-0.01752, 1.12492, -1.59731]]
}

(6)
{
  "formula": "CH4N3O2",
  "method": "wB97M-V/def2-TZVPD",
  "orbital_gap_ev": [9.47, 7.05],
  "e_tot_ha": -354.72555,
  "total_charge": 1,
  "lumo_energy_ha": [-0.19053, -0.30215],
  "spin_multiplicity": 3,
  "de_lowest_kj_mol": 25.70,
  "species": ["C", "N", "N", "N", "O", "O", "H", "H", "H", "H"],
  "coordinates": [[-0.47539, -0.43631, -0.26740], [-1.58655, -0.10754, 0.25944], [0.25919, 0.92370, -0.51538], [0.42080, -1.40895, -0.13124], [-2.56066, 0.55130, 0.12775], [1.38357, 1.01110, 0.35807], [-0.38380, 1.70472, -0.67930], [0.38684, -2.44108, -0.19191], [1.32452, -1.17574, -0.22132], [1.23147, 1.37879, 1.26129]]
}

(7)
{
  "formula": "CH4N3O3",
  "method": "wB97M-V/def2-TZVPD",
  "orbital_gap_ev": [8.89, 8.89],
  "e_tot_ha": -429.90874,
  "total_charge": 1,
  "lumo_energy_ha": [-0.21310, -0.21305],
  "spin_multiplicity": 1,
  "de_lowest_kj_mol": 761.28,
  "species": ["C", "N", "N", "N", "O", "O", "O", "H", "H", "H", "H"],
  "coordinates": [[-0.67652, -0.52074, -0.34798], [-0.31475, -1.68533, -0.00020], [-1.54161, 0.38780, 0.05205], [2.24569, 1.24381, -0.09686], [-2.70459, 0.24333, -0.03533], [-1.18598, 1.66227, 0.34793], [1.56431, 0.25405, -0.18022], [-0.10486, -2.32773, -0.73968], [-0.32242, -1.96172, 1.06456], [3.34814, 0.95391, -0.10084], [-0.30740, 1.75034, 0.03655]]
}

(8)
{
  "formula": "CH4N3OP3",
  "method": "wB97M-V/def2-TZVPD",
  "orbital_gap_ev": 7.72,
  "e_tot_ha": -1304.10070,
  "lumo_energy_ha": -0.02893,
  "spin_multiplicity": 1,
  "de_lowest_kj_mol": 0.00,
  "species": ["C", "N", "N", "N", "O", "P", "P", "P", "H", "H", "H", "H"],
  "coordinates": [[-1.86038, -0.81113, 0.87418], [1.20277, 0.60351, 1.08384], [0.33338, -0.71172, -0.98222], [1.83943, 1.27487, -1.36390], [-0.52878, -1.36120, 1.18950], [1.72562, 1.81017, 0.27246], [0.68357, 0.25605, -2.14403], [0.90338, -0.91403, 0.50777], [-2.40919, -0.52040, 1.86969], [-2.45318, -1.65284, 0.31398], [-1.89302, 0.04809, 0.20008], [2.45640, 1.97863, -1.82136]]
}

(9)
{
  "formula": "CH4N3P",
  "method": "wB97M-V/def2-TZVPD",
  "orbital_gap_ev": 10.01,
  "e_tot_ha": -546.02389,
  "smiles": "C1N=NNP1",
  "lumo_energy_ha": 0.02663,
  "spin_multiplicity": 1,
  "de_lowest_kj_mol": 258.54,
  "species": ["C", "N", "N", "N", "P", "H", "H", "H", "H"],
  "coordinates": [[0.20210, 1.00854, -0.23671], [1.59311, 0.55913, -0.10506], [1.75959, -0.65259, -0.03594], [0.65649, -1.41275, -0.03734], [-0.84710, -0.58718, -0.21896], [-0.16481, 1.63554, 0.59475], [0.10841, 1.30169, -1.28988], [0.88118, -2.32232, -0.75963], [-1.05037, -0.33734, 1.30626]]
}

(10)
{
  "formula": "CH4N4O2",
  "method": "wB97M-V/def2-TZVPD",
  "orbital_gap_ev": 10.74,
  "e_tot_ha": -409.94792,
  "smiles": "Nc1nnno1.O",
  "lumo_energy_ha": 0.01543,
  "spin_multiplicity": 1,
  "de_lowest_kj_mol": 2.28,
  "species": ["N", "C", "N", "N", "N", "O", "H", "H", "O", "H", "H"],
  "coordinates": [[-1.90135, -0.76792, 0.58992], [-0.81714, -0.02668, 0.48890], [-0.13949, 0.29015, -0.55149], [0.83448, 1.15285, -0.10969], [0.76627, 1.32754, 1.13726], [-0.30179, 0.52085, 1.60238], [-2.30740, -1.26721, -0.19305], [-2.30202, -0.76326, 1.52327], [1.48276, -1.63352, -2.56455], [1.53465, -2.18060, -1.77414], [1.61048, -0.74585, -2.25409]]
}

Repeat the eighth record exactly.
{
  "formula": "CH4N3OP3",
  "method": "wB97M-V/def2-TZVPD",
  "orbital_gap_ev": 7.72,
  "e_tot_ha": -1304.10070,
  "lumo_energy_ha": -0.02893,
  "spin_multiplicity": 1,
  "de_lowest_kj_mol": 0.00,
  "species": ["C", "N", "N", "N", "O", "P", "P", "P", "H", "H", "H", "H"],
  "coordinates": [[-1.86038, -0.81113, 0.87418], [1.20277, 0.60351, 1.08384], [0.33338, -0.71172, -0.98222], [1.83943, 1.27487, -1.36390], [-0.52878, -1.36120, 1.18950], [1.72562, 1.81017, 0.27246], [0.68357, 0.25605, -2.14403], [0.90338, -0.91403, 0.50777], [-2.40919, -0.52040, 1.86969], [-2.45318, -1.65284, 0.31398], [-1.89302, 0.04809, 0.20008], [2.45640, 1.97863, -1.82136]]
}